[1]
{"formula": "C33H42FN4O4S4SiTi", "method": "wB97M-V/def2-TZVPD", "symbols": ["Ti", "C", "N", "C", "C", "C", "C", "C", "N", "C", "C", "C", "C", "C", "C", "H", "H", "H", "H", "H", "H", "H", "H", "H", "H", "H", "C", "Si", "C", "C", "N", "C", "C", "C", "C", "C", "C", "F", "H", "H", "H", "H", "H", "H", "H", "H", "H", "H", "H", "H", "H", "C", "C", "S", "C", "C", "S", "C", "C", "S", "H", "H", "H", "H", "H", "H", "H", "H", "H", "H", "H", "H", "N", "C", "C", "C", "C", "C", "C", "S", "O", "O", "O", "H", "H", "H", "H", "H", "H", "O"], "coordinates": [[-0.4130, 1.2934, 1.1591], [1.8218, 2.6047, 3.4656], [1.4891, 2.4177, 2.0576], [1.9589, 3.2637, 1.2110], [1.5170, 3.2011, -0.1537], [1.9318, 3.7799, -1.3455], [1.1305, 3.2092, -2.3513], [0.2642, 2.3226, -1.7216], [0.4924, 2.3199, -0.3890], [2.8845, 1.6523, 3.9542], [4.0194, 2.1204, 4.6053], [4.9847, 1.2350, 5.0703], [4.8233, -0.1299, 4.8846], [3.6897, -0.6060, 4.2367], [2.7287, 0.2801, 3.7796], [0.9030, 2.4536, 4.0200], [2.1365, 3.6371, 3.6484], [2.6554, 4.0420, 1.5263], [2.7161, 4.5104, -1.4649], [1.1779, 3.4052, -3.4105], [-0.4685, 1.6549, -2.1694], [4.1521, 3.1871, 4.7487], [5.8647, 1.6145, 5.5745], [5.5755, -0.8208, 5.2439], [3.5477, -1.6699, 4.0885], [1.8419, -0.0940, 3.2884], [-2.9584, 1.3294, 4.2337], [-1.6103, 0.1514, 3.6014], [-2.7923, -1.3136, 3.3079], [-0.5399, -0.1031, 5.1353], [-0.4303, -0.2681, 2.2421], [0.3264, -1.4065, 2.0854], [0.2896, -2.5820, 2.8464], [1.2013, -3.6068, 2.6203], [2.1863, -3.5016, 1.6506], [2.2600, -2.3404, 0.8861], [1.3303, -1.3643, 1.1295], [1.3767, -0.2009, 0.4284], [-3.4386, 0.8529, 5.0949], [-3.7316, 1.4927, 3.4778], [-2.5664, 2.3012, 4.5341], [-3.5688, -1.3489, 4.0755], [-2.3435, -2.3025, 3.2246], [-3.3018, -1.1314, 2.3541], [-1.1743, -0.0677, 6.0241], [0.2137, 0.6744, 5.2517], [-0.0083, -1.0567, 5.1288], [-0.4439, -2.6884, 3.6305], [1.1399, -4.5015, 3.2273], [2.8911, -4.3056, 1.4875], [3.0044, -2.1875, 0.1156], [0.0959, -1.6790, -5.1100], [1.4591, -1.4924, -4.4624], [1.4594, -1.3000, -2.6771], [0.5831, -2.7862, -2.1237], [-0.9578, -2.7698, -1.9273], [-1.7731, -1.1988, -1.5069], [-2.9661, -0.9983, -2.8565], [-2.5407, -1.1915, -4.3039], [-1.0584, -0.2984, -4.8571], [-0.3780, -2.5831, -4.7290], [0.2412, -1.8240, -6.1827], [1.9317, -0.5748, -4.8236], [2.1076, -2.3259, -4.7446], [1.0514, -3.0441, -1.1743], [0.8398, -3.5915, -2.8173], [-1.1968, -3.4736, -1.1288], [-1.4490, -3.1475, -2.8227], [-3.3070, 0.0211, -2.7250], [-3.8360, -1.6341, -2.6771], [-3.3800, -0.8548, -4.9150], [-2.3955, -2.2440, -4.5457], [-2.3689, 2.1447, 0.1587], [-3.5496, 1.7455, -0.5679], [-4.3642, 0.7451, -0.0528], [-5.5079, 0.3736, -0.7382], [-5.8356, 0.9835, -1.9441], [-5.0445, 2.0112, -2.4300], [-3.8988, 2.3955, -1.7414], [-7.1682, 0.3027, -2.9433], [-6.8986, -1.1299, -2.8830], [-6.9545, 0.8944, -4.2560], [-8.3917, 0.7120, -2.2774], [-1.8784, 2.8575, -0.3774], [-2.6369, 2.5812, 1.0344], [-4.0797, 0.2436, 0.8652], [-6.1253, -0.4394, -0.3783], [-5.3068, 2.4635, -3.3772], [-3.2665, 3.1883, -2.1277], [-1.1431, 2.0413, 2.4959]], "mulliken_charge": [0.01, -1.61, 0.66, 0.11, -0.37, -1.08, -0.83, -0.85, 1.13, 0.31, -0.75, -0.63, -0.56, -1.04, 0.77, 0.04, 0.54, 0.37, 0.48, 0.49, 0.62, 0.36, 0.36, 0.39, 0.41, 0.80, -1.49, 1.47, -1.29, -1.33, 1.27, 0.11, -0.94, -1.27, -0.72, -0.91, 1.35, -0.45, 0.43, 0.30, 0.30, 0.35, 0.39, 0.24, 0.37, 0.28, 0.31, 0.46, 0.41, 0.43, 0.57, -0.57, -0.88, 0.07, -0.74, -1.49, 0.42, -0.17, -1.16, -0.09, 0.19, 0.46, 0.38, 0.39, 0.12, 0.66, 0.68, 0.46, -0.45, 0.62, 0.52, 0.47, -0.37, -0.03, 0.63, -0.88, -0.03, -0.78, -0.57, 1.31, -0.68, -0.73, -0.70, 0.21, 0.40, -0.13, 0.38, 0.48, 0.35, -0.54], "homo_ev": -5.66, "total_charge": -1, "e_above_lowest_ev": 1.9379, "orbital_gap_ev": 7.675, "multiplicity": 1}

***

[2]
{"formula": "C33H42N11Zn", "method": "wB97M-V/def2-TZVPD", "symbols": ["Zn", "C", "N", "C", "C", "N", "C", "C", "C", "C", "C", "C", "C", "C", "C", "N", "C", "N", "C", "C", "N", "C", "C", "C", "N", "C", "C", "H", "H", "H", "H", "H", "H", "H", "H", "H", "H", "H", "H", "H", "H", "H", "H", "H", "H", "H", "H", "H", "H", "H", "H", "H", "H", "H", "H", "H", "H", "C", "C", "C", "C", "N", "C", "C", "C", "C", "C", "C", "C", "H", "H", "H", "H", "H", "H", "H", "H", "N", "C", "N", "N", "C", "N", "H", "H", "H", "H"], "coordinates": [[-0.8243, -0.9311, 0.2487], [4.2929, -1.9129, 0.6967], [3.9685, -1.0867, -0.4521], [3.3903, -1.8329, -1.5519], [3.4497, 0.1838, -0.2045], [2.3776, 0.5295, -0.8266], [1.8648, 1.8124, -0.9964], [2.5512, 2.9795, -0.9154], [2.1143, 4.3734, -1.1019], [0.9319, 4.9403, -0.8201], [-0.1904, 4.0815, -0.2688], [-1.6301, 4.5929, -0.2435], [-2.7304, 3.8506, -0.5011], [-3.0206, 2.4438, -0.8682], [-2.2041, 1.3724, -1.0603], [-2.5939, 0.0314, -1.1143], [-3.6471, -0.4237, -1.7268], [-4.1972, 0.0856, -2.8683], [-5.6327, 0.0629, -3.1065], [-3.4512, 0.9279, -3.7784], [-4.2766, -1.5471, -1.2275], [-4.0313, -1.9148, 0.1507], [-4.5044, -2.6850, -2.1090], [-0.7722, 1.6270, -0.7382], [4.1951, 0.9048, 0.7072], [3.5898, 1.7780, 1.6804], [5.6406, 0.9701, 0.6014], [5.1205, -2.5837, 0.4595], [3.4201, -2.5184, 0.9912], [4.5744, -1.2910, 1.5410], [4.0680, -2.6460, -1.8181], [3.2606, -1.1733, -2.4042], [2.4081, -2.2468, -1.2920], [3.6165, 2.8959, -0.7212], [2.9143, 5.0316, -1.4273], [0.7890, 6.0099, -0.9324], [-1.7768, 5.6313, 0.0391], [-3.6579, 4.4070, -0.3988], [-4.0892, 2.2439, -0.9027], [-6.1296, -0.5514, -2.3643], [-5.8511, -0.3263, -4.1030], [-6.0332, 1.0796, -3.0432], [-2.3849, 0.7485, -3.6686], [-3.6414, 1.9911, -3.6093], [-3.7457, 0.6786, -4.7995], [-4.0112, -1.0213, 0.7725], [-3.0894, -2.4658, 0.2778], [-4.8459, -2.5568, 0.4871], [-4.5807, -2.3553, -3.1407], [-5.4295, -3.1925, -1.8318], [-3.6765, -3.3997, -2.0327], [2.5502, 1.4989, 1.8108], [3.6278, 2.8354, 1.3971], [4.1115, 1.6546, 2.6340], [5.9748, 0.3812, -0.2482], [6.1305, 0.5968, 1.5071], [5.9527, 2.0093, 0.4536], [-0.1595, -1.5677, 4.7736], [-0.0467, -0.2350, 5.1458], [-0.0048, 0.7416, 4.1685], [-0.0730, 0.3888, 2.8168], [-0.1978, -0.9106, 2.4764], [-0.2360, -1.8439, 3.4226], [-0.0959, 1.3967, 1.7221], [0.2235, 2.7997, 2.0018], [0.1871, 3.8541, 1.1870], [-0.3619, 2.9573, -1.2321], [0.5020, 1.8254, -1.6039], [-0.4999, 0.9524, 0.5287], [-0.1951, -2.3607, 5.5066], [0.0014, 0.0425, 6.1906], [0.0582, 1.7788, 4.4582], [-0.3336, -2.8675, 3.0717], [0.5696, 3.0151, 3.0071], [0.4559, 4.8008, 1.6485], [-0.9626, 3.2892, -2.0701], [0.4935, 1.4789, -2.6336], [1.1404, -7.2052, 0.1241], [1.0655, -5.8925, 0.3519], [1.8645, -5.3481, 1.2840], [0.2038, -5.1999, -0.3554], [-0.0894, -3.9595, -0.2604], [-0.4401, -2.8521, -0.2514], [1.7854, -7.7975, 0.6149], [0.5427, -7.6076, -0.5764], [2.5241, -5.8976, 1.8053], [1.8425, -4.3552, 1.4393]], "mulliken_charge": [-0.82, -0.83, 0.05, -0.80, 0.76, -0.14, -0.58, -0.64, -1.02, -1.32, 3.34, -1.24, -0.92, -0.43, -1.78, 0.07, 0.63, 0.29, -1.18, -1.01, 0.02, -0.90, -1.08, 1.79, 0.32, -0.95, -1.20, 0.35, -0.03, 0.38, 0.27, 0.35, 0.13, 0.68, 0.44, 0.42, 0.41, 0.35, 0.49, 0.39, 0.36, 0.33, 0.30, 0.34, 0.39, 0.29, 0.14, 0.36, 0.39, 0.33, 0.31, 0.19, 0.32, 0.41, 0.38, 0.36, 0.36, -0.88, -0.58, -1.04, 0.68, 0.41, -0.22, 1.89, 0.40, -2.35, -2.27, -0.87, 0.47, 0.42, 0.44, 0.41, 0.39, 0.26, 0.34, 1.17, 0.67, -0.36, 0.73, -0.31, -0.71, 0.82, -0.25, 0.19, 0.24, 0.21, 0.09], "homo_ev": -9.12, "total_charge": 1, "orbital_gap_ev": 6.878, "multiplicity": 1}

***

| no. | M (g mol⁻¹) | LUMO level (eV) |
| --- | --- | --- |
| 1 | 781.94 | 2.02 |
| 2 | 658.17 | -2.24 |